[1]
Formula: C38H54F42N10O28S14
Source: the Open Molecules 2025 dataset
Level of theory: ωB97M-V/def2-TZVPD

Results
* E_HOMO: -1.4444 eV
* gap between HOMO and LUMO: 0.1983 Ha
* net charge: -4
* maximum force: 6.349 eV Å⁻¹
* lowest unoccupied orbital energy: 3.953 eV

Last column: Mulliken charge in e.
Geometry (Å):
C (-17.742, 9.193, 17.902)  -1.293
C (-17.872, 9.080, 19.510)  0.764
C (-18.174, 7.652, 20.020)  -1.139
N (-18.185, 7.406, 21.545)  0.160
C (-19.256, 8.259, 22.208)  -0.824
C (-18.425, 5.932, 21.971)  -0.495
C (-17.675, 5.905, 23.300)  -0.718
C (-16.573, 6.975, 23.336)  -0.682
C (-16.784, 7.756, 22.061)  -0.124
H (-18.686, 9.221, 17.359)  0.448
H (-17.159, 8.392, 17.448)  0.438
H (-17.188, 10.101, 17.661)  -0.155
H (-18.665, 9.792, 19.740)  0.309
H (-16.988, 9.483, 20.002)  -0.278
H (-17.608, 6.805, 19.632)  0.374
H (-19.168, 7.325, 19.717)  0.461
H (-19.031, 9.282, 21.906)  0.300
H (-19.128, 8.108, 23.280)  0.427
H (-20.234, 7.926, 21.863)  0.260
H (-19.491, 5.727, 22.064)  0.368
H (-17.872, 5.342, 21.241)  0.396
H (-18.274, 6.001, 24.205)  0.305
H (-17.165, 4.941, 23.316)  0.368
H (-16.557, 7.682, 24.166)  0.329
H (-15.565, 6.573, 23.238)  0.407
H (-16.771, 8.840, 22.180)  0.039
H (-16.151, 7.422, 21.239)  0.429
C (-20.019, 13.396, 15.684)  -0.823
C (-20.475, 12.987, 14.267)  0.095
C (-21.120, 14.289, 13.609)  -0.271
N (-22.037, 13.959, 12.410)  0.602
C (-23.433, 13.597, 12.915)  -1.047
C (-21.552, 12.782, 11.570)  -0.424
C (-22.054, 12.957, 10.114)  -0.553
C (-22.431, 14.427, 10.015)  -0.866
C (-22.008, 15.060, 11.389)  0.024
H (-20.884, 13.908, 16.106)  0.694
H (-19.256, 14.143, 15.466)  -0.329
H (-19.660, 12.539, 16.253)  0.311
H (-21.218, 12.204, 14.423)  0.321
H (-19.787, 12.471, 13.598)  0.048
H (-20.314, 14.866, 13.155)  -0.562
H (-21.650, 14.994, 14.249)  0.538
H (-24.171, 13.461, 12.125)  0.376
H (-23.696, 14.444, 13.549)  0.325
H (-23.322, 12.748, 13.590)  0.381
H (-21.934, 11.876, 12.038)  0.455
H (-20.464, 12.832, 11.609)  -0.074
H (-22.915, 12.336, 9.866)  0.402
H (-21.275, 12.670, 9.408)  0.298
H (-23.473, 14.620, 9.762)  0.227
H (-21.916, 14.824, 9.140)  0.486
H (-22.585, 15.921, 11.727)  0.575
H (-21.000, 15.472, 11.422)  -0.245
C (-16.927, 12.085, 15.078)  0.998
C (-16.406, 13.215, 15.992)  0.381
C (-16.091, 14.515, 15.220)  0.460
N (-14.897, 15.389, 15.729)  1.407
C (-14.734, 16.595, 14.794)  -0.882
C (-13.512, 14.617, 15.763)  0.901
C (-12.943, 15.018, 17.083)  -0.841
C (-13.908, 15.937, 17.902)  -0.751
C (-15.197, 16.052, 17.133)  1.040
H (-16.319, 11.697, 14.261)  -0.232
H (-17.818, 12.374, 14.521)  -0.562
H (-17.134, 11.216, 15.702)  -0.605
H (-15.619, 12.859, 16.657)  0.246
H (-17.233, 13.494, 16.644)  0.022
H (-16.936, 15.203, 15.177)  0.005
H (-15.793, 14.192, 14.222)  -0.457
H (-14.827, 16.262, 13.760)  -0.123
H (-13.793, 17.115, 14.975)  0.581
H (-15.465, 17.368, 15.033)  -0.079
H (-12.861, 14.894, 14.934)  -0.473
H (-13.633, 13.535, 15.811)  -0.436
H (-11.938, 15.392, 16.891)  0.475
H (-12.679, 14.165, 17.709)  0.269
H (-13.389, 16.879, 18.079)  0.322
H (-14.221, 15.582, 18.884)  0.303
H (-15.452, 17.107, 17.236)  -0.281
H (-15.952, 15.407, 17.584)  -0.590
C (-17.827, 16.131, 19.992)  0.407
F (-17.879, 15.037, 19.245)  -0.258
F (-18.467, 15.952, 21.117)  -0.228
F (-16.553, 16.342, 20.127)  -0.208
S (-18.616, 17.574, 19.006)  1.029
O (-18.368, 18.777, 19.801)  -0.692
O (-17.930, 17.565, 17.755)  -0.123
N (-20.265, 17.022, 18.981)  -0.595
S (-20.842, 17.616, 17.710)  1.026
O (-20.660, 19.034, 17.539)  -0.646
O (-20.651, 16.730, 16.567)  -0.438
C (-22.707, 17.474, 18.159)  0.326
F (-23.141, 16.256, 18.322)  -0.227
F (-23.045, 18.255, 19.173)  -0.234
F (-23.397, 17.885, 17.111)  -0.255
C (-14.046, 9.888, 14.091)  0.023
F (-15.203, 9.733, 14.806)  0.035
F (-13.834, 8.916, 13.148)  -0.252
F (-14.009, 11.087, 13.486)  0.221
S (-12.549, 9.895, 15.431)  1.234
O (-12.234, 11.283, 15.682)  -0.608
O (-12.997, 9.110, 16.594)  -0.674
N (-11.399, 9.257, 14.260)  -0.400
S (-10.868, 8.123, 15.146)  0.992
O (-10.203, 8.749, 16.317)  -0.666
O (-11.726, 6.934, 15.374)  -0.651
C (-9.364, 7.442, 14.063)  0.510
F (-8.326, 7.076, 14.857)  -0.247
F (-9.730, 6.430, 13.266)  -0.222
F (-8.858, 8.456, 13.361)  -0.231
C (-14.445, 21.957, 14.504)  0.698
F (-13.951, 20.973, 13.791)  -0.206
F (-13.901, 23.061, 13.973)  -0.273
F (-15.792, 22.024, 14.437)  -0.163
S (-13.842, 21.696, 16.309)  1.041
O (-13.281, 20.378, 16.451)  -0.540
O (-13.108, 22.879, 16.802)  -0.747
N (-15.168, 22.068, 17.377)  -0.601
S (-16.172, 20.774, 17.200)  0.954
O (-16.085, 19.846, 16.080)  -0.278
O (-16.314, 20.084, 18.485)  -0.676
C (-17.941, 21.560, 16.968)  0.436
F (-18.610, 21.552, 18.182)  -0.211
F (-17.734, 22.827, 16.579)  -0.284
F (-18.648, 20.910, 16.014)  -0.076
C (-17.525, 15.190, 9.583)  0.104
F (-17.398, 16.290, 8.868)  -0.231
F (-18.674, 14.563, 9.364)  -0.114
F (-16.434, 14.471, 9.332)  -0.151
S (-17.531, 15.625, 11.452)  0.204
O (-17.788, 14.391, 12.156)  0.375
O (-16.217, 16.225, 11.671)  -0.480
N (-18.889, 16.754, 11.480)  -0.507
S (-18.422, 17.672, 12.572)  0.890
O (-18.190, 17.036, 13.849)  -0.021
O (-17.417, 18.637, 12.093)  -0.730
C (-20.149, 18.628, 12.876)  0.293
F (-20.468, 19.387, 11.826)  -0.262
F (-21.127, 17.820, 13.284)  -0.150
F (-19.886, 19.524, 13.811)  -0.191
C (-18.603, 9.892, 9.393)  0.744
F (-17.668, 10.494, 8.616)  -0.217
F (-19.265, 10.813, 10.162)  -0.057
F (-19.532, 9.352, 8.627)  -0.278
S (-17.654, 8.399, 10.312)  1.041
O (-17.769, 7.254, 9.441)  -0.816
O (-16.299, 8.761, 10.650)  -0.531
N (-18.634, 7.657, 11.512)  -0.692
S (-18.898, 9.048, 12.306)  0.933
O (-17.860, 10.079, 12.433)  -0.211
O (-20.249, 9.478, 12.006)  -0.687
C (-19.123, 8.476, 14.093)  0.496
F (-20.154, 7.582, 14.011)  -0.261
F (-17.979, 7.978, 14.496)  -0.210
F (-19.526, 9.408, 14.938)  -0.178
C (-10.226, 14.154, 13.120)  0.546
F (-10.017, 15.191, 13.897)  -0.239
F (-9.153, 13.776, 12.511)  -0.226
F (-10.736, 13.163, 13.886)  -0.151
S (-11.544, 14.782, 11.817)  1.035
O (-12.268, 15.790, 12.554)  -0.570
O (-10.762, 15.347, 10.729)  -0.725
N (-12.183, 13.203, 11.297)  -0.658
S (-13.638, 13.697, 11.289)  1.244
O (-14.302, 13.732, 12.641)  -0.242
O (-13.865, 14.852, 10.474)  -0.706
C (-14.525, 12.210, 10.380)  0.187
F (-14.379, 12.325, 9.080)  -0.260
F (-13.938, 11.052, 10.815)  -0.237
F (-15.834, 12.163, 10.689)  -0.126
C (-16.431, 12.139, 24.297)  0.411
F (-17.140, 13.053, 25.004)  -0.210
F (-15.101, 12.457, 24.614)  -0.264
F (-16.655, 10.869, 24.604)  -0.167
S (-16.745, 12.477, 22.357)  1.015
O (-18.091, 11.955, 22.142)  -0.705
O (-16.603, 13.878, 22.139)  -0.460
N (-15.487, 11.436, 21.752)  -0.423
S (-15.147, 12.187, 20.447)  0.816
O (-16.236, 12.160, 19.417)  -0.113
O (-14.380, 13.430, 20.571)  -0.592
C (-13.817, 10.997, 19.739)  0.307
F (-14.467, 9.790, 19.556)  -0.210
F (-13.487, 11.439, 18.503)  -0.124
F (-12.723, 10.920, 20.518)  -0.216

[2]
Formula: C28H34N3O5S
Source: the Open Molecules 2025 dataset
Level of theory: ωB97M-V/def2-TZVPD

Results
* E_HOMO: -3.2384 eV
* gap between HOMO and LUMO: 0.2011 Ha
* net charge: -1
* maximum force: 1.982 eV Å⁻¹
* lowest unoccupied orbital energy: 2.233 eV

Last column: Mulliken charge in e.
Geometry (Å):
C (2.617, 0.449, 3.135)  -1.138
N (2.591, -0.488, 2.010)  0.117
C (3.783, -1.008, 1.550)  0.291
S (5.261, -0.463, 2.114)  -0.352
N (3.673, -2.022, 0.620)  0.235
C (4.866, -2.796, 0.319)  -1.178
C (2.655, -2.042, -0.353)  -0.190
O (2.783, -2.611, -1.430)  -0.676
C (1.424, -1.348, 0.032)  1.026
C (0.424, -1.239, -0.911)  -0.395
C (-0.987, -1.438, -0.587)  -0.918
C (-1.913, -0.452, -0.975)  -0.907
C (-3.200, -0.434, -0.472)  0.372
C (-3.698, -1.576, 0.218)  0.280
N (-5.006, -1.608, 0.613)  0.099
C (-5.935, -0.595, 0.154)  -0.678
C (-5.302, 0.787, 0.168)  -0.981
C (-4.035, 0.788, -0.681)  -0.211
C (-5.640, -2.842, 1.037)  -0.631
C (-4.700, -3.656, 1.907)  -0.820
C (-3.372, -3.897, 1.177)  -0.705
C (-2.832, -2.682, 0.481)  0.772
C (-1.499, -2.576, 0.103)  -1.083
C (1.417, -0.507, 1.241)  -0.018
O (0.479, 0.241, 1.541)  -0.701
H (1.679, 0.360, 3.682)  0.330
H (3.476, 0.179, 3.753)  0.460
H (2.738, 1.477, 2.771)  0.268
H (4.549, -3.761, -0.085)  0.290
H (5.495, -2.262, -0.402)  0.354
H (5.406, -2.886, 1.266)  0.468
H (0.681, -1.130, -1.972)  0.806
H (-1.596, 0.353, -1.638)  0.699
H (-6.276, -0.827, -0.874)  0.279
H (-6.806, -0.632, 0.818)  0.412
H (-6.011, 1.523, -0.217)  0.416
H (-5.060, 1.064, 1.202)  0.302
H (-3.438, 1.679, -0.447)  0.083
H (-4.287, 0.861, -1.750)  0.322
H (-6.557, -2.571, 1.580)  0.392
H (-5.938, -3.439, 0.151)  0.272
H (-4.518, -3.127, 2.852)  0.297
H (-5.189, -4.604, 2.152)  0.378
H (-2.641, -4.275, 1.898)  0.369
H (-3.539, -4.702, 0.444)  0.290
H (-0.808, -3.395, 0.296)  0.521
C (5.321, 2.917, 0.789)  -1.218
C (4.803, 1.983, -0.259)  -0.226
O (3.357, 1.940, -0.076)  -0.176
C (2.763, 1.063, -0.944)  -0.332
C (1.394, 1.441, -1.369)  2.449
C (1.353, 1.677, -2.820)  -0.016
O (1.955, 0.961, -3.611)  -0.746
C (0.628, 2.938, -3.327)  -0.870
C (0.537, 4.009, -2.250)  -0.859
C (-0.143, 3.435, -1.004)  -0.636
C (0.640, 2.258, -0.414)  -0.485
O (3.401, 0.092, -1.320)  -0.732
H (6.368, 3.140, 0.592)  0.394
H (4.751, 3.854, 0.776)  0.279
H (5.225, 2.430, 1.766)  0.228
H (5.024, 2.308, -1.286)  0.346
H (5.208, 0.975, -0.122)  0.198
H (1.167, 3.315, -4.209)  0.341
H (-0.381, 2.663, -3.673)  0.233
H (1.552, 4.379, -2.032)  0.295
H (-0.054, 4.845, -2.626)  0.428
H (-0.309, 4.207, -0.240)  0.399
H (-1.134, 3.050, -1.283)  -0.083
H (-0.049, 1.620, 0.167)  -0.170
H (1.412, 2.627, 0.283)  0.338

[3]
Formula: C5H12N4O
Source: the Open Molecules 2025 dataset
Level of theory: ωB97M-V/def2-TZVPD

Results
* E_HOMO: -16.9458 eV
* gap between HOMO and LUMO: 0.2697 Ha
* net charge: +2
* maximum force: 3.998 eV Å⁻¹
* lowest unoccupied orbital energy: -9.606 eV

Last column: natural (NBO) charge in e.
Geometry (Å):
C (2.932, 0.590, -0.088)  0.403
C (0.568, 0.644, -0.210)  0.206
C (-1.909, -1.325, 1.353)  -0.621
C (-2.181, -1.013, -1.174)  -0.589
C (-2.175, -0.382, 0.200)  0.277
N (-2.653, 0.782, 0.295)  0.361
N (4.076, -0.002, 0.158)  -0.698
N (0.397, 1.885, -0.523)  -0.712
N (1.791, 0.266, 0.404)  -0.571
O (-2.926, 1.899, 0.150)  -0.028
H (2.787, 1.322, -0.907)  0.230
H (-0.855, -1.598, 1.284)  0.265
H (-2.501, -2.253, 1.126)  0.282
H (-2.403, -0.908, 2.143)  0.258
H (-2.238, -0.337, -1.951)  0.246
H (-3.047, -1.491, -1.348)  0.269
H (-1.397, -1.642, -1.188)  0.254
H (4.986, 0.174, -0.227)  0.460
H (4.289, -0.757, 0.800)  0.441
H (-0.520, 2.137, -0.895)  0.436
H (1.124, 2.567, -0.363)  0.403
H (1.855, -0.558, 0.962)  0.429

[4]
Formula: C22H28N4O3
Source: the Open Molecules 2025 dataset
Level of theory: ωB97M-V/def2-TZVPD

Results
* E_HOMO: -8.4814 eV
* gap between HOMO and LUMO: 0.3348 Ha
* maximum force: 0.597 eV Å⁻¹
* lowest unoccupied orbital energy: 0.629 eV

Last column: natural (NBO) charge in e.
Geometry (Å):
C (3.140, 4.553, -2.925)  -0.639
C (2.719, 3.495, -3.940)  -0.062
O (2.227, 2.319, -3.328)  -0.521
C (3.098, 1.416, -2.786)  0.351
C (4.480, 1.485, -2.841)  -0.299
C (5.255, 0.484, -2.274)  -0.209
C (4.658, -0.603, -1.668)  -0.225
C (3.276, -0.690, -1.614)  -0.239
C (2.484, 0.319, -2.144)  0.075
N (1.089, 0.276, -2.140)  -0.620
C (0.213, -0.187, -1.191)  0.808
O (-0.983, -0.235, -1.451)  -0.686
N (0.758, -0.537, -0.004)  -0.637
C (0.089, -1.188, 1.124)  0.047
C (-0.803, -0.158, 1.864)  0.680
O (-0.609, 0.173, 3.018)  -0.644
N (-1.799, 0.331, 1.110)  -0.643
C (-2.730, 1.313, 1.611)  -0.239
C (-4.160, 0.896, 1.409)  -0.064
C (-4.535, -0.441, 1.352)  -0.178
C (-5.871, -0.761, 1.179)  -0.247
C (-6.788, 0.273, 1.071)  0.024
N (-6.445, 1.549, 1.125)  -0.410
C (-5.170, 1.847, 1.286)  0.034
C (-0.738, -2.385, 0.630)  -0.413
C (-1.304, -3.179, 1.803)  -0.402
C (-0.171, -3.708, 2.676)  -0.395
C (0.657, -2.543, 3.203)  -0.408
C (1.198, -1.690, 2.059)  -0.393
H (2.300, 4.798, -2.279)  0.218
H (3.458, 5.452, -3.445)  0.218
H (3.957, 4.195, -2.304)  0.213
H (3.541, 3.258, -4.626)  0.172
H (1.875, 3.863, -4.530)  0.197
H (4.973, 2.314, -3.322)  0.218
H (6.331, 0.558, -2.320)  0.216
H (5.260, -1.392, -1.245)  0.217
H (2.809, -1.563, -1.185)  0.224
H (0.646, 0.778, -2.897)  0.427
H (1.713, -0.259, 0.161)  0.412
H (-1.826, 0.108, 0.116)  0.442
H (-2.558, 2.282, 1.126)  0.200
H (-2.522, 1.426, 2.682)  0.247
H (-3.789, -1.217, 1.442)  0.220
H (-6.192, -1.790, 1.129)  0.217
H (-7.843, 0.078, 0.934)  0.191
H (-4.938, 2.904, 1.322)  0.187
H (-1.540, -2.047, -0.025)  0.237
H (-0.080, -3.028, 0.039)  0.206
H (-1.948, -2.536, 2.407)  0.199
H (-1.908, -4.006, 1.423)  0.213
H (-0.578, -4.281, 3.511)  0.210
H (0.461, -4.376, 2.086)  0.189
H (1.495, -2.915, 3.796)  0.208
H (0.040, -1.916, 3.846)  0.232
H (1.726, -0.829, 2.475)  0.226
H (1.904, -2.281, 1.468)  0.199